Formula: C17H27N3O9P2S2
Source: the OMol25 dataset
Level of theory: ωB97M-V/def2-TZVPD

Its spin multiplicity is 1. For the orbital gap, the calculation gives 7.19 eV. Its relative energy (zero: lowest compared OMol25 entry of this formula, charge and spin) is 199.7 kcal per mole.

Geometry (Å):
N -2.27115 2.17989 -4.37730
C -1.14379 2.18001 -3.35427
C -0.41570 0.74661 -3.21586
C -0.63927 0.04024 -1.75049
C 0.74249 -0.06310 -0.93440
C 0.59412 -0.54641 0.58071
C -0.81836 -0.79273 1.19637
C -1.02525 -1.31588 2.67758
N -2.30611 -1.59946 3.28280
S -1.78378 -2.13541 4.84699
N -0.08090 -2.05684 4.86124
C 0.27235 -1.57487 3.53618
C 1.74545 -1.34820 2.97739
C 2.95433 -1.70218 3.95966
C 3.84415 -0.44185 4.42465
C 3.03308 0.93686 4.59289
S 3.49702 1.93595 6.09336
O 3.95014 3.30989 5.60542
O 2.33535 2.19498 7.03181
O 4.73973 1.27392 7.00169
C 1.85818 -0.83972 1.52270
P 3.55555 -0.55961 0.73293
P 3.89590 1.61419 0.49090
O 4.87237 2.10937 1.59905
O 2.43058 2.48212 0.69934
O 4.66810 1.96379 -0.99736
H -1.89480 2.39773 -5.32269
H -2.88381 2.96205 -4.07760
H -0.40628 3.00798 -3.70141
H -1.62629 2.43606 -2.34922
H 0.71036 0.77028 -3.44059
H -0.88548 0.05384 -4.01903
H -1.48643 0.55768 -1.17094
H -0.95609 -1.05646 -1.99923
H 1.29016 0.93634 -1.06182
H 1.37876 -0.87191 -1.47350
H -1.78800 -0.63319 0.59227
H 3.65718 -2.44733 3.44658
H 2.54338 -2.22933 4.89780
H 4.29149 -0.72597 5.45725
H 4.76542 -0.32563 3.73168
H 3.31396 1.59646 3.68027
H 1.88620 0.80869 4.63836
H 5.59218 1.30001 6.48837
H 4.55961 -0.96234 1.70303
H 2.51568 3.39549 0.34070
H 4.66249 1.16641 -1.59405
C -6.52232 -2.20561 -5.27068
C -5.57691 -1.77899 -4.16948
C -4.99623 -0.40962 -4.36843
O -3.77618 -0.49321 -3.64249
C -3.40028 -1.80059 -3.67752
O -2.32353 -2.20160 -3.33706
O -4.40625 -2.59039 -4.15110
H -6.04188 -2.14102 -6.25106
H -6.81627 -3.24959 -5.13566
H -7.42109 -1.58517 -5.27795
H -6.06637 -1.87200 -3.19403
H -5.63395 0.37760 -3.96210
H -4.76301 -0.17824 -5.41267

natural (NBO) charges, unit e, in atom order:
1 N -0.8503
2 C -0.2235
3 C -0.4269
4 C -0.4197
5 C -0.4663
6 C 0.0282
7 C -0.2141
8 C 0.1094
9 N -0.5441
10 S 0.8381
11 N -0.5704
12 C 0.0891
13 C 0.0117
14 C -0.4535
15 C -0.4242
16 C -0.6540
17 S 2.1678
18 O -0.9101
19 O -0.8809
20 O -0.8565
21 C -0.3065
22 P 0.1823
23 P 1.9445
24 O -1.0708
25 O -0.9640
26 O -0.9512
27 H 0.3538
28 H 0.3552
29 H 0.1758
30 H 0.1909
31 H 0.1992
32 H 0.2360
33 H 0.2049
34 H 0.2565
35 H 0.2274
36 H 0.2325
37 H 0.2469
38 H 0.2319
39 H 0.2576
40 H 0.2354
41 H 0.2279
42 H 0.3096
43 H 0.2805
44 H 0.5086
45 H 0.0563
46 H 0.5141
47 H 0.5090
48 C -0.6259
49 C 0.0592
50 C -0.0924
51 O -0.4771
52 C 0.9736
53 O -0.5889
54 O -0.4889
55 H 0.2182
56 H 0.2301
57 H 0.2220
58 H 0.1833
59 H 0.2045
60 H 0.1882

Formula: C6H10Cl3NO2S2Tc
Source: the OMol25 dataset
Level of theory: ωB97M-V/def2-TZVPD

Its spin multiplicity is 2. For the orbital gap (alpha / beta), the calculation gives 7.76 / 7.91 eV. As for the charge: +2. Its relative energy (zero: lowest compared OMol25 entry of this formula, charge and spin) is 1.1 kcal per mole.

Geometry (Å):
Tc 0.85625 -0.96697 0.25735
Cl -1.06515 -3.52509 4.71140
C -1.50944 -1.89987 4.22124
Cl -3.22853 -1.76347 3.87154
Cl -0.98139 -0.69116 5.38656
C -0.79619 -1.61470 2.95782
N -0.24633 -1.39366 1.98070
C -1.59748 1.13500 0.19026
O -0.74431 0.15169 -0.48409
H -2.59223 0.71464 0.31046
H -1.61891 2.04151 -0.40777
H -1.14278 1.33393 1.15423
H -1.06803 -0.00703 -1.38207
C -0.02553 -2.68891 -0.23140
H 0.45053 -2.38465 -1.21681
H -1.10348 -2.78340 -0.33198
H 0.44727 -3.57567 0.19213
C 4.20009 2.52656 1.73857
O 4.11231 1.32653 0.88813
C 3.08324 0.59094 0.91745
S 1.67670 0.75328 1.81338
S 3.06508 -0.82542 -0.13657
H 5.21045 2.88879 1.59688
H 4.02334 2.23644 2.77130
H 3.46558 3.24541 1.38567

natural (NBO) charges, unit e, in atom order:
1 Tc 0.7614
2 Cl 0.1548
3 C -0.2646
4 Cl 0.1423
5 Cl 0.1408
6 C 0.4971
7 N -0.4075
8 C -0.2462
9 O -0.6958
10 H 0.2189
11 H 0.2294
12 H 0.2048
13 H 0.5317
14 C -0.5632
15 H 0.2193
16 H 0.2562
17 H 0.2624
18 C -0.2689
19 O -0.3985
20 C 0.1531
21 S 0.1527
22 S 0.2226
23 H 0.2531
24 H 0.2203
25 H 0.2235

Formula: C29H57BBrN10O29PS
Source: the OMol25 dataset
Level of theory: ωB97M-V/def2-TZVPD

Its spin multiplicity is 1. For the orbital gap, the calculation gives 6.74 eV.

Geometry (Å):
C 2.32543 -5.57039 1.15982
C 1.37948 -5.59831 -0.21786
C 0.42304 -4.22774 -0.24269
C -0.41650 -4.12410 -1.68316
C -2.04189 -4.14962 -1.47638
C -2.62371 -2.83815 -0.61647
C -2.19847 -1.40371 -1.28423
C -3.12695 -0.12576 -0.85639
S -4.89917 -0.36979 -0.30690
C -3.21726 0.70643 -2.30254
O -4.15958 0.64044 -3.24584
O -2.00855 1.54730 -2.27752
C -1.91022 2.25524 -0.95797
C -2.75737 3.62819 -1.23096
B -2.29508 4.49394 -2.54942
O -3.10952 5.72117 -2.86229
O -1.14047 4.22237 -3.42760
O -0.45599 2.28929 -0.76093
C -0.01744 3.43769 0.04614
O -0.61429 3.89484 1.15902
C 1.31503 4.25805 -0.54579
C 1.19849 5.83765 -0.96937
C 2.53869 6.56644 -1.59388
C 3.96114 5.73516 -1.80862
C 4.07960 4.13149 -1.35136
C 2.73162 3.38998 -0.72007
C -2.50718 1.09573 0.04328
Br -4.17920 1.72428 1.02989
P -1.45481 0.44920 1.49962
O -2.20259 -0.87539 2.03449
O 0.16227 -0.04805 1.08048
O -1.46856 1.55074 2.89339
H 3.48258 -5.52431 0.90559
H 2.14073 -6.54049 1.81842
H 2.00822 -4.60226 1.78016
H 2.09503 -5.65757 -1.16743
H 0.70428 -6.55804 -0.25522
H 1.15042 -3.29436 -0.20381
H -0.28550 -4.27362 0.68970
H -0.13917 -5.13177 -2.25977
H -0.06502 -3.23440 -2.35664
H -2.65696 -4.34263 -2.46648
H -2.27398 -5.08509 -0.77276
H -2.19052 -2.99644 0.48471
H -3.78003 -3.02312 -0.52741
H -2.22969 -1.54742 -2.46353
H -1.05217 -1.22776 -1.01785
H -4.99415 -1.52484 0.53037
H -3.88296 3.28873 -1.43852
H -2.82973 4.30050 -0.24719
H -2.45365 6.49609 -2.97490
H -0.46606 4.93996 -3.20891
H 0.15373 6.35924 -0.80755
H 2.43459 7.68739 -1.92049
H 4.84066 6.34308 -2.29389
H 5.11817 3.59582 -1.50786
H 2.84305 2.25749 -0.44321
H 0.78194 0.74865 1.01727
H -0.58572 1.43570 3.36064
C 2.25696 -8.30992 5.41193
N 2.42379 -7.66670 4.08069
O 3.21209 -8.19806 3.29010
O 1.75855 -6.64641 3.86708
H 2.89874 -9.19220 5.46085
H 2.54730 -7.57938 6.16963
H 1.20669 -8.59099 5.51274
C -0.39483 9.88952 0.04426
N 1.06185 9.94203 -0.25420
O 1.44618 9.39807 -1.29591
O 1.77831 10.52793 0.56591
H -0.90032 9.34691 -0.75746
H -0.51747 9.37145 0.99750
H -0.75670 10.91810 0.10156
C 0.04025 13.59895 2.30707
N -0.95224 12.52818 2.02040
O -1.82885 12.77785 1.18494
O -0.82314 11.46720 2.64234
H -0.19326 14.47081 1.69222
H -0.03638 13.84381 3.36833
H 1.02883 13.20657 2.06015
C 3.85269 11.64417 3.58611
N 3.56463 12.73590 4.55508
O 4.02074 12.61348 5.69778
O 2.88865 13.68499 4.14101
H 4.45291 10.87946 4.08377
H 2.89572 11.23171 3.26027
H 4.40200 12.08201 2.75019
C 3.55352 -2.88930 -3.17635
N 2.56103 -3.96007 -3.46302
O 1.68442 -3.71040 -4.29848
O 2.69013 -5.02105 -2.84108
H 3.32001 -2.01744 -3.79120
H 3.47689 -2.64445 -2.11510
H 4.54210 -3.28169 -3.42328
C 0.28621 -8.38936 -3.10562
N -0.80394 -8.34768 -2.09389
O -0.63304 -8.98933 -1.05088
O -1.80052 -7.67190 -2.37553
H 1.09557 -9.01734 -2.72711
H -0.13125 -8.80959 -4.02280
H 0.63238 -7.36527 -3.25933
C -5.21663 0.02249 -6.35275
N -6.10194 -0.60095 -7.37320
O -5.73515 -1.67704 -7.85929
O -7.14015 0.00773 -7.65738
H -4.34503 -0.61816 -6.20249
H -4.91518 1.00110 -6.73164
H -5.79184 0.11389 -5.42918
C -2.96186 -2.15050 4.55743
N -3.16200 -3.55971 4.99085
O -3.41647 -4.39147 4.11210
O -3.05799 -3.79097 6.20116
H -3.08196 -2.09390 3.47342
H -3.71453 -1.54071 5.06116
H -1.95169 -1.85632 4.84936
C 1.67984 -6.34031 9.75766
N 2.58293 -6.97561 8.76037
O 3.19838 -6.22465 7.99482
O 2.64838 -8.21039 8.77432
H 1.72106 -5.25631 9.63142
H 0.67020 -6.71206 9.57189
H 2.03226 -6.62656 10.75068
C 2.56236 -8.53507 -6.95615
N 1.63427 -9.11041 -5.94551
O 2.11738 -9.43982 -4.85607
O 0.44687 -9.21508 -6.27459
H 3.56877 -8.50236 -6.53335
H 2.53428 -9.18186 -7.83534
H 2.21018 -7.52874 -7.19172

Löwdin population analysis, charges in e, atoms 1 to 99:
1 C -0.1305
2 C -0.2334
3 C -0.1926
4 C -0.2113
5 C -0.2046
6 C -0.2044
7 C -0.1378
8 C -0.5825
9 S 0.6377
10 C -0.2420
11 O 0.0181
12 O -0.0081
13 C -0.3639
14 C -0.0088
15 B -0.4078
16 O 0.0231
17 O 0.0556
18 O -0.0191
19 C -0.2232
20 O 0.0102
21 C -0.0408
22 C -0.0109
23 C -0.0330
24 C -0.0383
25 C -0.0421
26 C -0.0020
27 C -0.5641
28 Br 0.7225
29 P 0.7619
30 O -0.3805
31 O -0.2014
32 O -0.2322
33 H 0.0779
34 H 0.0439
35 H 0.0782
36 H 0.0724
37 H 0.0996
38 H 0.1032
39 H 0.1120
40 H 0.0955
41 H 0.0902
42 H 0.1191
43 H 0.1238
44 H 0.1093
45 H 0.0900
46 H 0.1458
47 H 0.1310
48 H -0.0517
49 H 0.1413
50 H 0.1413
51 H 0.1182
52 H 0.1042
53 H 0.1018
54 H 0.0616
55 H 0.0861
56 H 0.0877
57 H 0.0860
58 H 0.0811
59 H 0.0891
60 C 0.0410
61 N -0.4049
62 O 0.0541
63 O 0.0308
64 H 0.1014
65 H 0.0626
66 H 0.1071
67 C 0.0442
68 N -0.3939
69 O 0.0194
70 O 0.0490
71 H 0.0971
72 H 0.1054
73 H 0.0750
74 C 0.0444
75 N -0.4212
76 O 0.0496
77 O 0.0422
78 H 0.1006
79 H 0.1051
80 H 0.0882
81 C 0.0402
82 N -0.4203
83 O 0.0629
84 O 0.0343
85 H 0.0981
86 H 0.0912
87 H 0.1047
88 C 0.0454
89 N -0.4025
90 O 0.0490
91 O 0.0120
92 H 0.0967
93 H 0.1002
94 H 0.1015
95 C 0.0159
96 N -0.4185
97 O 0.0457
98 O 0.0386
99 H 0.0920

| no. | M (g mol⁻¹) |
| --- | --- |
| 1 | 543.5 |
| 2 | 396.6 |
| 3 | 1163.6 |